# C21H29N5O2S

An isolated molecule of C21H29N5O2S at a distorted geometry (ωB97M-V/def2-TZVPD, OMol25).

Last column: Mulliken charge in e.
Atoms and positions in Å:
C  -7.7008  -2.3711  0.3521  -1.125
H  -7.2816  -2.3914  1.3559  0.350
H  -8.5869  -3.0001  0.3312  0.347
H  -6.9653  -2.7789  -0.3369  0.326
C  -8.0627  -0.9400  -0.0460  -0.315
C  -6.8626  -0.0713  -0.0584  0.383
N  -6.3822  0.5039  -1.0954  -0.858
N  -5.2875  1.2218  -0.8814  0.109
C  -4.8891  1.2015  0.3433  0.344
N  -3.8033  1.8467  0.8593  0.036
C  -2.6840  2.3295  0.2204  0.359
O  -1.8058  2.8348  0.8818  -0.646
C  -2.6238  2.1738  -1.2794  -0.757
H  -1.7821  2.7740  -1.6263  0.410
C  -2.4538  0.6890  -1.6758  -1.027
C  -2.0936  -0.1600  -0.4632  0.789
O  -2.9315  -0.8829  0.0560  -0.693
N  -0.8507  -0.0455  0.0396  0.375
C  0.2387  0.7614  -0.4551  -0.609
H  -0.0225  1.2409  -1.3947  0.464
C  1.4738  -0.1173  -0.6585  -1.074
N  1.8313  -0.7694  0.5856  0.344
C  0.7376  -1.6125  1.0250  -0.768
C  -0.4982  -0.7483  1.2561  -0.982
H  -1.3511  -1.3609  1.5517  0.514
H  -0.2828  -0.0101  2.0366  0.310
H  1.0178  -2.0963  1.9633  0.436
H  0.5001  -2.3980  0.2834  0.349
C  3.0880  -1.4883  0.4733  -1.140
C  4.2630  -0.5478  0.3795  0.794
C  4.1807  0.7030  0.9773  -0.480
C  5.2373  1.5912  0.9259  -0.847
C  6.4140  1.2446  0.2765  0.668
C  6.4975  -0.0119  -0.3058  -0.724
C  5.4455  -0.9167  -0.2645  0.542
C  5.6042  -2.2656  -0.9031  -1.636
H  5.4108  -3.0590  -0.1824  0.353
H  6.6134  -2.3878  -1.2884  0.393
H  4.9067  -2.3863  -1.7323  0.315
H  7.4127  -0.2966  -0.8072  0.344
C  7.5784  2.1874  0.2297  -1.493
H  7.2445  3.2197  0.3028  0.371
H  8.2512  1.9901  1.0651  0.275
H  8.1428  2.0624  -0.6919  0.385
H  5.1482  2.5602  1.3956  0.392
H  3.2667  0.9718  1.4837  0.471
H  3.2042  -2.0995  1.3757  0.452
H  3.0742  -2.1748  -0.3906  0.343
H  2.3119  0.5038  -0.9808  0.522
H  1.2624  -0.8597  -1.4531  0.214
H  0.4601  1.5387  0.2850  0.144
H  -1.7115  0.5833  -2.4658  0.500
H  -3.4040  0.3031  -2.0449  0.400
H  -3.5469  2.5575  -1.7127  0.491
H  -3.7397  1.8645  1.8709  0.256
S  -5.9246  0.2482  1.3986  -0.215
H  -8.4961  -0.9215  -1.0470  0.261
H  -8.7926  -0.5370  0.6610  0.257

Forces on the atoms, in the same order (eV/Å):
-0.137 0.100 -0.064
0.035 -0.099 0.075
-0.044 -0.103 0.038
0.071 -0.063 -0.020
-0.106 -0.246 0.097
0.133 0.114 0.696
-1.161 -0.767 -0.647
1.263 1.027 0.192
-1.052 -0.606 0.345
0.105 0.180 0.766
0.039 0.394 -0.311
0.169 0.114 0.096
0.194 0.124 -0.097
-0.058 -0.007 0.147
-0.147 -0.188 0.042
-0.169 -0.190 -0.534
-0.233 -0.212 0.014
0.333 -0.116 0.247
0.351 0.056 -0.217
-0.041 0.024 0.032
-0.113 0.273 -0.065
0.006 -0.157 -0.013
-0.176 0.136 0.155
-0.091 -0.427 0.190
0.130 0.113 -0.008
-0.007 -0.043 0.009
-0.010 -0.023 -0.033
0.012 0.023 0.058
-0.047 -0.018 0.023
0.075 0.058 0.009
0.028 -0.051 0.005
0.096 -0.029 -0.037
-0.036 0.030 -0.012
-0.066 0.062 0.065
-0.005 0.058 0.023
-0.053 0.045 0.009
-0.006 -0.132 -0.024
0.043 -0.046 -0.023
-0.030 -0.100 -0.052
0.103 -0.043 -0.075
0.015 -0.042 0.060
0.038 0.084 -0.011
0.088 0.056 0.019
0.067 0.047 -0.045
-0.008 0.117 0.040
-0.105 0.047 0.034
-0.055 -0.071 -0.086
0.009 -0.009 0.084
-0.058 -0.009 -0.046
0.045 0.043 0.044
-0.005 0.015 -0.114
0.025 0.054 0.002
0.186 -0.013 0.064
0.089 -0.019 -0.036
0.127 0.082 -0.232
0.187 0.247 -0.838
0.013 0.101 0.060
-0.059 0.006 -0.097

As for the total charge: 0. The orbital gap is 9.221 eV. As for the LUMO energy: 0.57 eV. The SMILES is CCc1nnc(NC(=O)CCC(=O)N2CCN(Cc3ccc(C)cc3C)CC2)s1. The largest force on an atom comes out at 0.0319 Eh/bohr. The electronic energy comes out at -44629.1959 eV. The calculation puts the HOMO energy at -8.6 eV. The energy above the lowest of the compared OMol25 structures with the same formula, charge and spin comes out at 17.0 kJ/mol.